The following is a quantum chemistry calculation of a 3-piece molecular cluster, C16H28F2N5O7 overall, from OMol25.

Last column: natural (NBO) charge in e.
Element x y z (Å)
C: -4.7095 3.5551 1.8775  -0.643
C: -3.3099 2.8463 1.8845  -0.085
O: -2.7876 2.9286 0.5399  -0.552
C: -1.5596 3.6158 0.4547  -0.080
C: -0.3263 2.7737 0.8390  -0.257
N: -0.2251 1.5007 0.1145  -0.133
C: -1.1261 0.7559 -0.5308  0.238
N: -0.6513 -0.3816 -1.0393  -0.428
C: 0.6827 -0.3176 -0.6858  0.555
N: 1.5347 -1.3235 -1.0170  -0.877
N: 0.9158 0.8151 -0.0213  -0.125
C: 2.2817 1.1248 0.4327  -0.250
C: 2.4339 1.2329 1.9764  -0.436
C: 3.9713 1.0838 2.2984  -0.412
C: 4.3044 -0.3027 2.9121  -0.215
N: 3.9314 -0.3792 4.3463  -0.826
H: -4.8834 4.0686 2.8364  0.222
H: -5.4897 2.8106 1.6519  0.240
H: -4.7235 4.2790 1.0409  0.224
H: -2.6342 3.2530 2.6560  0.175
H: -3.5032 1.7693 2.0654  0.191
H: -1.5996 4.4516 1.1898  0.205
H: -1.4447 4.1133 -0.5268  0.217
H: -0.2227 2.5638 1.9182  0.232
H: 0.5698 3.3695 0.5663  0.234
H: -2.1835 1.0104 -0.6099  0.260
H: 1.8491 -1.4078 -1.9752  0.447
H: 1.7585 -1.9944 -0.2964  0.419
H: 3.0186 0.4045 0.0528  0.273
H: 2.5689 2.1112 0.0153  0.228
H: 2.1378 2.2188 2.3737  0.218
H: 1.8967 0.4289 2.5131  0.217
H: 4.5506 1.1439 1.3533  0.211
H: 4.3423 1.9030 2.9383  0.230
H: 5.3931 -0.4918 2.8505  0.204
H: 3.7993 -1.1067 2.3307  0.158
H: 3.5121 -1.2910 4.5057  0.363
H: 3.2580 0.3546 4.5493  0.348
C: -4.8832 -1.9073 -0.3141  -0.133
C: -5.1829 -1.2564 -1.6374  0.447
O: -6.3318 -0.4821 -1.3530  -0.481
C: -6.2522 -0.1488 -0.0315  0.962
O: -6.8947 0.7022 0.4840  -0.547
O: -5.3316 -0.9189 0.6154  -0.490
F: -5.4960 -2.1751 -2.5792  -0.318
H: -5.4490 -2.8289 -0.1667  0.213
H: -3.8236 -2.1194 -0.1808  0.203
H: -4.3878 -0.6066 -2.0123  0.146
C: 3.0527 -4.4967 -4.8182  -0.133
C: 4.0735 -4.9842 -3.8274  0.444
O: 4.7529 -3.7905 -3.4679  -0.478
C: 3.8522 -2.7839 -3.6096  0.969
O: 3.9865 -1.6926 -3.1505  -0.589
O: 2.7755 -3.1779 -4.3349  -0.483
F: 4.9527 -5.8321 -4.4017  -0.312
H: 3.4517 -4.4358 -5.8319  0.216
H: 2.1532 -5.1085 -4.8304  0.216
H: 3.6508 -5.4473 -2.9329  0.156

Cartesian forces (eV/Å) of the 6 atoms listed first:
C 0.74 -0.19 -0.20
C -1.79 -0.37 -0.31
O 0.93 0.05 0.10
C -0.29 0.63 0.76
C 0.76 0.65 0.05
N -0.36 -0.10 -0.47

Results
Highest occupied orbital energy: -11.95 eV
Total charge: +1
Frontier orbital gap: 9.1 eV
Maximum force: 3.39 eV/Å